{
  "formula": "C44H57F12MnN5O29S4",
  "method": "the ωB97M-V functional and the def2-TZVPD basis",
  "multiplicity": 7,
  "total_charge": -1,
  "homo_energy_ev": [-1.42, -6.02],
  "e_lumo_ha": [0.0535, 0.0533],
  "largest_force_ev_per_a": 7.360,
  "elements": ["Mn", "C", "F", "F", "F", "S", "O", "O", "N", "S", "O", "O", "C", "F", "F", "F", "C", "F", "F", "F", "S", "O", "O", "N", "S", "O", "O", "C", "F", "F", "F", "C", "C", "C", "O", "C", "O", "O", "H", "H", "H", "H", "H", "H", "C", "C", "C", "O", "C", "O", "O", "H", "H", "H", "H", "H", "H", "C", "C", "C", "O", "C", "O", "O", "H", "H", "H", "H", "H", "H", "C", "C", "C", "O", "C", "O", "O", "H", "H", "H", "H", "H", "H", "C", "C", "C", "O", "C", "O", "O", "H", "H", "H", "H", "H", "H", "C", "C", "C", "O", "C", "O", "O", "H", "H", "H", "H", "H", "H", "C", "C", "C", "O", "C", "O", "O", "H", "H", "H", "H", "H", "H", "N", "C", "C", "C", "C", "H", "H", "H", "H", "H", "N", "C", "C", "C", "C", "H", "H", "H", "H", "H", "N", "C", "C", "C", "C", "H", "H", "H", "H", "H"],
  "xyz": [[-28.2753, 10.6258, 4.7731], [-25.2054, 8.1217, 3.3404], [-24.8800, 8.9824, 4.2909], [-24.2556, 8.2223, 2.3311], [-25.3635, 6.8904, 3.7774], [-26.8641, 8.7696, 2.5997], [-26.5303, 10.1811, 2.2775], [-27.1490, 7.9623, 1.3773], [-28.0848, 8.8322, 3.8914], [-28.6428, 7.4005, 4.0919], [-28.0418, 6.3639, 3.2987], [-28.8302, 7.1900, 5.4923], [-30.5705, 7.6266, 3.4476], [-31.0455, 8.6741, 4.1403], [-30.7634, 7.9513, 2.2036], [-31.3311, 6.5404, 3.5616], [-28.8405, 13.4962, 7.9918], [-27.6980, 13.9756, 8.4213], [-28.9019, 12.2061, 8.3544], [-29.8355, 14.3272, 8.4374], [-29.0549, 13.4816, 6.0795], [-30.3009, 12.7362, 5.9047], [-29.1394, 14.8007, 5.5611], [-27.7593, 12.4570, 5.2932], [-26.4046, 13.2168, 5.5488], [-26.4192, 14.5386, 6.1043], [-25.2733, 12.3975, 5.9625], [-25.8258, 13.6835, 3.7421], [-25.5249, 12.5249, 3.1326], [-26.8144, 14.3208, 3.0148], [-24.7788, 14.5351, 3.7768], [-31.9225, 7.8620, 9.4473], [-32.0005, 8.3236, 7.9677], [-32.9071, 9.5509, 7.6922], [-31.9193, 10.3456, 6.9786], [-30.7277, 9.7600, 6.8620], [-29.7333, 10.1902, 6.1805], [-30.6954, 8.5825, 7.5045], [-32.9098, 7.7569, 9.8972], [-31.5087, 8.6047, 10.1293], [-31.2042, 7.0451, 9.5161], [-32.4764, 7.4585, 7.5060], [-33.2702, 10.0113, 8.6111], [-33.6756, 9.3301, 6.9514], [-27.2486, 8.4252, 10.5109], [-26.2525, 8.5116, 9.4228], [-26.1922, 7.2976, 8.5325], [-26.8709, 7.8725, 7.4218], [-26.7806, 9.1453, 7.4327], [-27.0643, 9.9057, 6.4773], [-26.4888, 9.5678, 8.5692], [-27.1767, 7.4722, 11.0350], [-28.2045, 8.4031, 9.9876], [-27.2396, 9.3164, 11.1385], [-25.2766, 8.7421, 9.8502], [-26.7410, 6.4662, 8.9749], [-25.2683, 7.1886, 7.9646], [-31.0750, 17.2315, 8.8632], [-32.1641, 18.3482, 8.9246], [-33.0183, 18.4450, 10.1539], [-32.7631, 19.8327, 10.5775], [-31.9860, 20.4637, 9.7660], [-31.6479, 21.6605, 9.8498], [-31.4615, 19.5342, 8.9034], [-31.6020, 16.2786, 8.9129], [-30.3311, 17.4157, 9.6383], [-30.5239, 17.4873, 7.9582], [-32.8713, 18.2047, 8.1077], [-32.7175, 17.8123, 10.9889], [-34.0547, 18.3117, 9.8436], [-22.7055, 10.2297, 6.7126], [-22.2600, 8.8128, 6.8535], [-21.4207, 8.1866, 5.7253], [-20.4639, 7.4435, 6.4713], [-20.5610, 7.6278, 7.7569], [-19.9942, 7.0665, 8.6626], [-21.3685, 8.5955, 7.9347], [-23.4936, 10.5321, 7.4022], [-23.0573, 10.3833, 5.6924], [-21.8443, 10.8955, 6.7685], [-23.0991, 8.1176, 6.8284], [-20.9367, 8.9430, 5.1074], [-22.1101, 7.5327, 5.1912], [-21.9145, 11.7096, 3.0730], [-22.5196, 12.1604, 1.7393], [-22.1872, 13.6706, 1.4500], [-21.6913, 13.5911, 0.2051], [-21.4997, 12.3288, -0.2205], [-21.0378, 12.1118, -1.3461], [-21.8871, 11.4845, 0.7193], [-22.3575, 12.4622, 3.7253], [-20.8580, 11.9518, 3.1882], [-22.1928, 10.6745, 3.2710], [-23.5916, 11.9712, 1.6825], [-21.3488, 13.7890, 2.1363], [-23.1023, 14.2469, 1.5869], [-31.9302, 14.6987, 1.6740], [-32.1639, 13.4476, 2.5757], [-32.4577, 12.2514, 1.6629], [-31.5731, 11.2960, 1.9917], [-30.5783, 11.7666, 2.8081], [-29.6381, 11.0783, 3.2029], [-30.9173, 13.0446, 3.1468], [-31.5371, 14.4672, 0.6841], [-31.2677, 15.4415, 2.1184], [-32.8867, 15.2055, 1.5460], [-32.9649, 13.6414, 3.2892], [-32.4969, 12.5607, 0.6185], [-33.4797, 11.9253, 1.8561], [-30.8793, 11.4055, 10.7371], [-31.6179, 12.3867, 11.5982], [-31.8039, 13.8324, 11.0678], [-33.2244, 13.9932, 11.0537], [-33.8373, 12.7861, 11.3139], [-35.0674, 12.6634, 11.4612], [-32.8634, 11.8474, 11.5111], [-30.8194, 10.4049, 11.1652], [-29.8685, 11.8071, 10.6658], [-31.1239, 11.3282, 9.6777], [-31.3498, 12.3712, 12.6546], [-31.6143, 13.9040, 9.9968], [-31.2343, 14.5941, 11.6002], [-34.9499, 15.5509, 5.0358], [-34.1772, 16.3690, 4.2040], [-32.8613, 16.2224, 4.6397], [-32.8365, 15.4657, 5.7519], [-34.0925, 15.0419, 5.9666], [-35.9523, 15.4608, 4.9514], [-34.6569, 16.7946, 3.3350], [-31.9635, 16.5857, 4.1619], [-31.9609, 15.1951, 6.3233], [-34.5430, 14.4554, 6.7536], [-28.7788, 13.6173, 0.1268], [-27.6724, 12.9096, 0.7250], [-26.5202, 13.3028, 0.0620], [-27.0634, 14.0972, -0.9957], [-28.4060, 14.1873, -1.0213], [-29.7399, 13.4956, 0.4125], [-27.7618, 12.3045, 1.6151], [-25.4720, 13.0636, 0.1639], [-26.4624, 14.5284, -1.7825], [-29.1058, 14.6694, -1.6878], [-29.5704, 19.7135, 2.7320], [-29.8395, 19.9659, 4.0383], [-29.1709, 18.9523, 4.7508], [-28.6432, 18.0360, 3.8351], [-28.9184, 18.5795, 2.5669], [-30.0042, 20.2813, 2.0182], [-30.4098, 20.8433, 4.3051], [-29.2500, 18.7586, 5.8103], [-28.1494, 17.0997, 4.0493], [-28.6700, 18.3554, 1.5401]],
  "forces_ev_per_angstrom": [[0.3, 0.8, 0.8], [-0.7, 1.1, -1.8], [0.3, -0.6, 0.3], [-1.5, -0.6, 1.8], [0.9, 0.3, 0.1], [-0.2, 2.0, -4.2], [-0.8, -2.5, 1.7], [0.4, 1.4, 3.5], [3.5, -0.8, -3.8], [-3.3, -2.3, 0.3], [-0.4, 0.5, 0.4], [-0.4, -0.2, 0.2], [1.4, 0.1, 0.2], [-0.4, -0.4, 0.9], [1.1, 0.8, -2.0], [0.1, -0.5, 1.6], [-1.0, 1.1, -1.7], [0.4, 0.1, 0.6], [-0.6, 0.1, 1.2], [-0.4, -0.6, 1.9], [-1.2, -0.3, 1.1], [0.1, -0.2, 0.2], [-0.5, 2.4, -0.6], [3.0, 0.4, -1.2], [2.2, -0.5, -3.2], [-0.8, 0.0, 0.7], [-0.6, -0.3, 0.1], [-2.0, 0.3, 1.3], [0.5, 0.7, -0.5], [1.2, -0.7, 0.9], [0.0, -0.8, -0.4], [0.5, 1.4, 0.0], [-1.8, -1.7, 2.6], [2.3, -0.8, -0.8], [0.3, 1.2, -0.2], [3.5, 1.2, -2.8], [-5.0, -2.2, 3.6], [-0.3, 0.8, -0.6], [-0.1, -0.9, -0.4], [0.3, 0.5, -0.4], [-0.7, -0.5, 0.1], [0.6, 0.0, -0.8], [0.1, 0.4, -0.3], [-0.2, 0.1, 0.4], [-1.4, 0.0, -0.3], [2.9, -0.7, 2.4], [0.0, 1.3, -1.1], [-1.8, -3.1, -2.2], [-2.9, 3.1, -6.0], [1.3, -2.4, 2.4], [1.0, 3.2, 3.0], [0.2, 0.3, 0.4], [-0.5, 0.0, 0.2], [0.1, -0.3, 0.2], [0.2, -0.3, 0.2], [0.4, -0.3, -0.6], [0.8, -1.3, 1.6], [-1.1, 1.6, 0.0], [0.9, -2.4, 0.0], [0.3, 0.9, 0.7], [-2.6, -1.0, 1.7], [2.9, 2.8, -0.8], [-1.2, -3.9, -0.5], [0.5, 2.9, -0.9], [0.7, -0.2, -0.3], [-0.3, -0.4, 0.5], [-0.2, -0.9, -0.4], [0.4, 0.4, -0.7], [-0.2, 0.0, -0.1], [-0.1, 0.2, 0.7], [0.4, 0.3, -0.5], [0.4, -0.6, -1.2], [-0.4, 0.9, 0.4], [1.2, -2.2, -2.8], [1.4, -1.2, 1.6], [0.1, 0.0, -1.2], [-3.4, 3.3, 2.7], [0.1, 0.0, 0.0], [-0.4, -0.1, 0.0], [0.0, 0.1, 0.4], [-0.5, 0.1, 1.3], [0.2, -0.3, -0.2], [0.7, -0.1, -0.5], [-1.2, 1.2, -0.4], [-0.1, 0.7, 2.0], [-0.6, -2.8, 3.0], [0.7, 1.1, -3.2], [1.2, 0.4, -3.6], [-1.2, -0.1, 3.3], [0.8, -1.4, -2.0], [-0.5, -0.6, 0.9], [0.2, -0.5, -0.6], [0.2, 0.2, 0.4], [0.0, -0.2, 0.2], [-0.3, 1.4, 0.3], [0.5, 0.5, -0.1], [-0.3, 0.1, 0.9], [0.9, 0.9, -2.3], [-3.2, 2.0, 0.0], [3.0, -2.4, 0.5], [-0.8, 0.3, 0.9], [-2.5, 2.0, -1.6], [1.4, -1.3, 0.5], [0.0, -0.3, 0.1], [0.1, -0.2, 0.3], [-0.1, 0.0, -0.1], [0.6, -0.1, 0.5], [0.8, -0.3, -0.2], [0.0, -0.5, 0.1], [3.1, 0.7, -0.1], [0.9, 0.2, -1.0], [0.2, -0.9, -1.5], [-1.2, -0.7, 1.1], [-2.4, 0.9, 1.4], [4.4, -0.1, -1.0], [-5.4, -0.1, 0.3], [-0.2, 0.2, 0.2], [0.5, -0.4, 0.1], [-0.9, 0.3, 0.2], [0.6, 0.0, 0.0], [1.0, -0.1, 0.1], [-0.6, 0.0, 0.2], [1.1, 1.3, -0.9], [-0.1, -1.1, 0.1], [-0.3, 2.4, -3.1], [1.0, -1.6, 2.1], [-2.5, -1.2, 1.5], [0.4, -0.1, 0.3], [0.3, 0.2, 0.0], [-0.2, 0.4, -0.1], [0.0, -0.1, -0.1], [0.3, -0.1, 0.1], [0.0, -3.2, 2.4], [-0.4, 1.4, -0.2], [-2.7, 0.3, -0.7], [2.7, 0.6, -2.4], [0.3, 0.8, 0.4], [0.4, -0.2, 0.0], [-0.4, 0.2, -0.1], [-0.3, -0.2, 0.3], [0.2, 0.0, 0.0], [0.2, 0.0, 0.1], [-2.0, 2.2, 0.1], [1.2, -0.7, 0.9], [-1.6, 0.5, 0.3], [0.1, 0.4, -1.6], [1.4, -1.8, -0.1], [0.4, -0.3, -0.1], [0.1, -0.2, 0.2], [0.2, 0.3, 0.0], [0.0, 0.1, 0.0], [0.2, -0.7, 0.2]],
  "mulliken_spin": [4.538, -0.003, 0.023, 0.001, 0.000, 0.062, 0.017, 0.007, 0.129, 0.020, 0.005, 0.001, 0.003, 0.001, 0.000, 0.000, 0.256, -0.004, -0.044, 0.022, 0.649, 0.006, -0.005, 0.127, 0.060, 0.001, 0.022, 0.016, 0.038, 0.003, 0.002, 0.000, 0.001, 0.001, -0.001, 0.013, -0.012, 0.005, 0.000, 0.000, 0.000, 0.001, 0.000, 0.000, 0.001, 0.001, 0.001, 0.005, -0.012, 0.075, 0.000, 0.000, 0.000, 0.000, 0.000, 0.000, 0.000, 0.008, 0.000, 0.000, 0.000, 0.000, 0.000, 0.000, -0.005, 0.001, -0.002, 0.000, 0.000, 0.000, 0.002, 0.001, 0.000, 0.000, 0.000, 0.000, 0.000, 0.000, -0.002, 0.000, 0.000, 0.000, 0.000, 0.000, 0.000, 0.000, 0.000, 0.000, 0.000, 0.000, 0.000, 0.000, 0.000, 0.001, 0.000, 0.000, 0.001, 0.001, 0.002, -0.004, 0.015, -0.086, -0.005, 0.000, -0.001, 0.000, 0.000, 0.000, 0.000, 0.003, -0.001, 0.004, -0.001, 0.000, 0.000, 0.000, 0.002, 0.002, -0.001, 0.000, 0.001, -0.005, 0.000, 0.002, -0.005, 0.005, 0.003, 0.000, 0.000, -0.002, -0.006, 0.001, 0.000, 0.026, 0.001, 0.000, 0.000, 0.001, 0.012, 0.000, 0.000, 0.000, 0.000, 0.000, 0.000, 0.004, 0.000, 0.000, 0.000, 0.001, -0.004, 0.000]
}